A cluster of 2 separate species, CH4IOP in total, computed with wB97M-V/def2-TZVPD.

Structure (XYZ):
```
8
Properties=species:S:1:pos:R:3:forces:R:3
C -0.6252 0.8063 0.0714 0.5 1.7 3.1
O 0.5930 0.6926 -0.6453 -0.5 1.1 -0.2
P 1.4012 -0.6289 -0.7899 -1.0 -3.3 0.3
I 1.5453 -1.3025 1.6477 0.2 0.0 -0.5
H -1.0775 -0.1598 0.0243 -0.5 -0.7 0.7
H -1.2596 1.5016 -0.4313 -0.2 0.6 -0.5
H -0.4460 1.2839 1.2400 -0.4 -1.8 -3.4
H -0.1312 -2.1932 -1.1171 1.9 2.3 0.4
```
Forces are in eV/Å.

Values from the calculation:
Kohn-Sham gap   0.3091 Ha

---

A cluster of 21 separate species, H44NO20 in total, computed with wB97M-V/def2-TZVPD.

Structure (XYZ):
```
65
Properties=species:S:1:pos:R:3:forces:R:3
N 1.5151 0.5385 0.8103 0.1 -1.9 0.0
H 0.4866 0.5912 0.7436 1.0 -0.2 0.2
H 1.7867 -0.4416 1.0855 -0.6 0.9 0.0
H 1.9571 0.5749 -0.1326 0.0 1.0 0.6
H 1.9059 1.1726 1.5224 -0.2 -0.3 -1.1
H 4.2666 1.0262 2.4393 0.0 0.0 0.0
H 3.1511 2.0705 2.5919 0.3 0.2 0.2
O 3.6732 1.5961 1.9349 0.3 0.1 0.2
H 3.3508 1.8573 -1.3849 -0.6 0.0 0.1
H 4.1022 0.6966 -0.7486 0.0 -0.2 0.0
O 3.2751 0.9100 -1.1956 0.9 -0.1 -0.1
H 0.7249 -1.9880 -1.7347 0.7 0.3 -0.3
H 2.2898 -1.9194 -1.6906 -0.1 0.0 -0.4
O 1.5283 -2.2502 -1.2114 -0.3 -0.3 0.7
H 2.2080 3.8250 -1.7075 0.6 -0.3 0.2
H 0.8877 3.4273 -1.4074 0.0 -0.5 0.5
O 1.7763 3.0276 -1.3588 0.2 1.1 -0.9
H -3.5954 -2.6977 -0.7081 -0.2 -0.8 0.7
H -2.1191 -2.6453 0.1466 -1.0 -1.8 0.3
O -2.7373 -2.3320 -0.5356 1.7 1.7 -1.2
H -2.6109 1.0126 4.5574 -0.3 0.3 -0.4
H -2.3397 1.1422 2.9841 -0.4 0.7 0.4
O -2.2039 0.6197 3.7814 0.6 -1.2 0.6
H -0.1838 1.9177 3.3223 -0.2 -0.3 -0.4
H 0.5597 3.0983 2.8321 0.1 0.0 -0.5
O 0.3915 2.1778 2.5834 0.4 0.4 1.1
H -0.5811 3.2603 -0.6516 -1.0 -0.3 0.2
H -0.9283 4.8312 -0.8069 0.0 -0.7 0.0
O -0.3632 4.1662 -0.3857 0.1 1.0 0.1
H -0.9635 0.7576 -0.1140 -0.8 -0.5 0.0
H -2.0240 1.5024 -1.0774 0.2 -0.8 0.3
O -1.1939 1.5693 -0.5712 0.1 2.4 -1.0
H 2.7455 0.4026 -2.8270 1.0 0.4 -0.4
H 3.4954 0.6927 -4.2523 0.3 0.2 0.5
O 2.7382 0.3316 -3.7961 -1.2 -0.8 -0.2
H -2.0631 2.3151 1.3203 0.2 0.0 -0.3
H -2.0064 3.6416 2.0283 0.0 0.1 0.1
O -2.2454 2.7230 2.1791 -0.4 0.1 -0.5
H 0.0067 -0.8357 3.6945 0.6 -0.4 -0.3
H -1.3909 -1.0773 3.6247 -0.1 -0.4 -0.7
O -0.5757 -1.4196 3.1812 -0.3 0.7 1.3
H -1.4229 -1.1107 0.3041 0.1 0.4 0.1
H -0.8049 -0.7797 1.7227 0.0 -0.1 -0.3
O -0.9374 -0.4297 0.7970 -0.5 -1.3 0.7
H -3.9742 0.3044 -2.3168 0.0 -0.2 0.2
H -3.1984 -0.6666 -1.3561 -0.1 -0.1 0.0
O -3.3859 0.2640 -1.5550 0.1 0.5 -0.2
H -0.4470 -0.3736 -2.9378 0.1 -0.2 -0.7
H 0.5195 -1.2855 -3.8371 -0.7 0.3 0.0
O -0.0487 -1.2414 -3.0628 -0.1 -2.4 2.5
H 3.4745 -2.6072 0.6206 -0.1 -0.4 0.1
H 3.7212 -2.7660 2.1606 0.0 -0.3 -0.2
O 3.5687 -2.1376 1.4529 -0.1 0.9 0.0
H 0.7601 -4.0336 -1.0399 0.2 -0.4 0.7
H -0.5307 -4.6363 -1.3774 -0.3 -0.5 0.3
O 0.1494 -4.7252 -0.6923 0.3 0.9 -1.1
H -1.1960 -3.7451 2.2047 0.4 -0.1 -0.6
H -0.6015 -4.1623 0.7309 -0.1 -0.1 0.4
O -1.3527 -3.7891 1.2497 -0.3 0.4 0.3
H 0.9490 0.3959 -4.0968 0.5 1.2 -1.3
H -0.0901 0.9043 -5.3126 1.0 0.2 0.4
O 0.0683 0.4019 -4.5033 -1.2 1.2 -1.2
H -4.5448 -1.9335 0.8295 -0.4 -0.2 0.0
H -4.4265 -0.4831 0.6479 -0.5 0.0 -0.6
O -4.9458 -1.2334 0.3017 0.1 0.4 1.0
```
Forces are in eV/Å.

Values from the calculation:
Kohn-Sham gap   0.3821 Ha
Net charge   +1

---

A cluster of 2 separate species, C5H8N2O3P in total, computed with wB97M-V/def2-TZVPD.

Structure (XYZ):
```
19
Properties=species:S:1:pos:R:3:forces:R:3
C -1.9114 -1.5808 -1.8149 -0.9 1.6 -0.7
C 0.4344 -2.3429 -1.2202 -0.6 0.5 -2.5
C -0.8185 -1.6943 -0.8201 -2.6 -2.1 1.7
C 0.6696 2.0538 -0.5137 0.7 -1.0 -0.9
C -0.0328 2.0128 0.8567 2.7 0.8 -1.5
N -2.8474 -1.2924 -2.4506 1.3 -0.8 0.7
N 0.3920 -0.9622 -0.8444 0.0 0.4 0.6
O 1.8395 -0.4357 3.1992 2.1 -0.8 -0.3
O -0.6540 -0.1032 2.9711 0.4 -0.1 -1.6
O 0.9903 1.5783 1.7656 -0.2 -3.3 1.6
P 0.7239 0.0644 2.4409 -2.1 3.4 0.7
H 0.9360 -3.0571 -0.6419 0.5 -1.1 1.0
H 0.3708 -2.6063 -2.3244 0.7 0.3 0.9
H -1.4036 -2.1426 0.0961 1.4 1.1 -0.9
H 0.0348 2.5623 -1.2037 -0.7 0.7 -0.6
H 1.7008 2.5990 -0.5852 -1.8 -1.1 0.7
H 0.7014 0.9899 -0.9478 0.5 1.4 0.8
H -0.8425 1.3405 0.8992 -1.2 -0.5 -0.2
H -0.2833 3.0166 1.1380 -0.5 0.4 0.5
```
Forces are in eV/Å.

Values from the calculation:
Kohn-Sham gap (alpha / beta)   0.2259 / 0.2260 Ha
Net charge   -1

---

A cluster of 7 separate species, C22H31FO21 in total, computed with wB97M-V/def2-TZVPD.

Structure (XYZ):
```
75
Properties=species:S:1:pos:R:3:forces:R:3
O -2.4455 -4.2375 4.4462 0.1 0.0 0.1
C -1.7315 -3.3035 4.3191 -0.5 -0.1 -0.4
O -0.3906 -3.3341 4.2637 0.6 -0.2 -0.3
C 0.0801 -1.9992 4.4005 -1.5 0.5 0.0
C -1.1275 -1.1769 3.9002 1.5 -0.7 0.8
F -1.0828 -0.9871 2.5551 0.1 0.4 -0.6
O -2.1832 -2.0166 4.1699 -0.5 0.1 0.5
H 0.1194 -1.8314 5.4776 0.7 0.3 -0.1
H 0.9558 -1.7363 3.8261 0.3 -0.5 0.1
H -1.0909 -0.2263 4.4248 -1.0 0.2 -0.2
C 3.5750 -0.9302 3.6884 -1.2 -0.7 -0.1
C 4.8331 -1.2147 2.9145 0.7 0.8 1.0
O 4.7534 -2.2806 1.9837 0.3 -0.3 -0.3
C 4.2026 -2.0249 0.8013 -0.2 0.0 0.1
O 3.5192 -1.0718 0.5421 -0.2 0.5 -0.1
O 4.5140 -3.0064 -0.0309 0.3 -0.1 0.2
C 3.9794 -2.9295 -1.3404 -0.8 -0.4 -0.9
H 3.7704 -0.2701 4.5309 0.1 0.0 0.0
H 3.1520 -1.8710 4.0617 0.4 0.0 0.3
H 2.7340 -0.5248 3.1196 0.5 0.4 -0.3
H 5.6071 -1.5268 3.6194 -0.2 -0.3 0.0
H 5.2636 -0.2979 2.5016 -0.4 -0.1 -0.6
H 3.0111 -3.4355 -1.4095 0.1 -0.1 0.3
H 4.6526 -3.4582 -2.0087 0.2 0.1 0.1
H 3.7837 -1.9289 -1.7171 0.4 0.2 0.4
O 1.7982 -3.1284 -4.2437 0.0 -0.4 0.2
C 1.7167 -1.9517 -4.3206 -0.1 0.5 -0.7
O 2.0148 -1.0861 -3.3333 0.1 0.2 1.1
C 2.0816 0.2382 -3.8588 0.1 0.3 -1.6
C 1.1561 0.0943 -5.0637 -0.2 1.1 -0.1
O 1.3375 -1.2644 -5.4326 -0.3 -0.3 0.3
H 1.7788 1.0572 -3.2151 -0.2 -0.5 0.6
H 3.1052 0.4312 -4.1899 0.0 -0.1 0.1
H 1.3481 0.7538 -5.9085 0.5 -0.2 0.0
H 0.1224 0.3424 -4.7924 0.0 -0.7 0.1
O -2.7928 -1.9096 -0.8936 -0.1 -0.3 -0.4
C -1.6868 -1.5718 -0.6260 0.9 -0.3 0.7
O -0.6929 -2.3940 -0.2464 -0.2 0.1 -0.1
C 0.5053 -1.6512 0.0258 -0.1 0.4 0.1
C 0.1009 -0.2180 -0.2975 1.6 0.4 -1.7
O -1.2794 -0.2831 -0.6285 -0.1 0.0 0.5
H 0.8089 -1.7373 1.0651 -0.2 -0.4 0.0
H 1.3027 -1.9772 -0.6322 0.0 -0.2 0.0
H 0.5997 0.0948 -1.2237 0.0 -0.1 0.0
H 0.4397 0.5378 0.4050 -0.9 -0.2 0.6
O 0.2060 3.0536 -4.8029 0.3 0.0 -0.2
C -0.7768 2.8274 -4.1842 -0.6 0.2 0.2
O -0.7959 2.1948 -2.9869 0.3 -0.1 0.2
C -2.1170 2.1222 -2.4785 -1.0 -0.7 -0.1
C -2.9572 2.5875 -3.6694 -1.3 -0.2 0.6
O -2.0333 3.1752 -4.5606 0.4 -0.1 0.0
H -2.4338 1.1027 -2.2567 0.7 -0.1 -0.1
H -2.2312 2.6387 -1.5246 0.2 0.6 -0.3
H -3.7859 3.2555 -3.4230 0.5 0.5 0.1
H -3.4853 1.7346 -4.1082 0.5 0.0 -0.4
O -4.2788 -0.0690 3.1415 -0.2 0.3 0.6
C -4.5216 0.0701 1.9941 0.3 -0.4 -0.8
O -3.9756 1.0246 1.1966 0.0 -0.1 0.0
C -4.1700 0.6694 -0.1835 0.0 0.0 0.6
C -5.1703 -0.5012 -0.1160 0.1 0.7 -0.7
O -5.3262 -0.7438 1.2718 0.2 -0.1 0.3
H -4.5367 1.5630 -0.6862 -0.1 -0.1 -0.2
H -3.1983 0.3587 -0.5696 -0.6 0.2 0.0
H -4.7334 -1.3545 -0.6311 -0.4 0.0 0.3
H -6.1332 -0.2228 -0.5401 -0.1 -0.1 0.0
O 1.4166 1.6760 2.2843 0.4 -0.3 0.3
C 0.8107 2.6099 1.8826 -0.7 0.5 -0.5
O 1.2731 3.5249 1.0058 0.3 -0.1 0.2
C 0.2827 4.5183 0.7354 0.1 -0.3 -0.2
C -0.9572 4.0416 1.5322 1.5 0.1 -0.2
O -0.4786 2.8683 2.1833 -0.1 -0.4 0.3
H 0.6712 5.4838 1.0514 -0.1 0.0 0.0
H 0.1288 4.5125 -0.3429 -0.1 0.2 0.0
H -1.7421 3.7608 0.8406 -0.5 0.2 0.4
H -1.1694 4.7602 2.3154 -0.8 0.1 -0.2
```
Forces are in eV/Å.

Values from the calculation:
Kohn-Sham gap   0.3963 Ha

---

The molecule C3H6N2S, computed with wB97M-V/def2-TZVPD.

Structure (XYZ):
```
12
Properties=species:S:1:pos:R:3:forces:R:3
C 0.2891 0.1706 -2.1874 -0.2 1.4 0.2
N 0.6990 -0.7339 -1.4241 0.9 -1.3 0.4
N 0.5578 -0.7133 -0.0676 0.9 -2.8 -0.6
C -0.3282 0.1962 0.5189 0.2 2.4 0.5
C -0.2836 0.1081 1.9802 -1.5 -1.2 2.2
S -1.4388 -0.2449 3.1032 1.0 0.5 -1.5
H -0.2491 1.0574 -1.8355 0.1 0.0 -0.2
H 0.6124 0.1220 -3.2161 -0.3 -0.1 -0.2
H 0.5223 -1.7254 0.2457 -0.1 2.0 -0.3
H -1.2851 0.2273 0.0086 -0.5 0.2 0.3
H 0.1921 1.2273 0.5360 -0.9 -0.8 -1.1
H 0.7121 0.3086 2.3381 0.4 0.0 0.3
```
Forces are in eV/Å.

Values from the calculation:
Kohn-Sham gap   0.3132 Ha

---

A cluster of 2 separate species, C6H11ClN2 in total, computed with wB97M-V/def2-TZVPD.

Structure (XYZ):
```
20
Properties=species:S:1:pos:R:3:forces:R:3
C 0.9788 -2.0443 1.2285 0.4 1.2 0.0
C -0.3774 -1.4021 0.8678 0.6 -3.0 0.8
N -0.2649 -0.3085 -0.0571 1.3 3.2 -2.0
C 0.2116 -0.3014 -1.4315 -1.7 -0.2 1.0
C -0.1061 0.9336 -1.9992 1.3 -2.8 1.0
N -0.4728 1.7021 -0.9683 -0.1 -2.0 4.6
C -0.5313 0.9780 0.2218 -0.7 -0.4 -2.8
C -0.8717 3.0383 -1.0023 -1.1 1.6 -2.1
H 1.5962 -1.2960 1.7254 0.1 0.3 -0.1
H 1.5289 -2.3421 0.3358 -0.1 -0.3 0.1
H 0.9833 -2.8242 1.9900 -0.4 -0.4 -0.2
H -0.9353 -1.2314 1.7885 0.1 1.2 -0.1
H -1.0035 -2.1708 0.4147 0.0 0.1 -0.5
H 0.6445 -1.2016 -1.8422 -0.3 0.1 -0.1
H -0.1091 1.2209 -3.0403 0.3 0.2 0.2
H -1.0012 1.3909 1.1022 0.3 -0.2 0.1
H -0.3346 3.3568 -1.8957 -0.2 1.2 0.3
H -0.7221 3.6675 -0.1248 0.5 -0.5 -0.1
H -1.9313 3.0282 -1.2576 -0.2 0.5 0.1
Cl 2.7180 -4.1940 3.9443 -0.3 0.3 -0.3
```
Forces are in eV/Å.

Values from the calculation:
Kohn-Sham gap   0.1656 Ha

---

A structure of composition C10H15ClNO6P2Y, computed with wB97M-V/def2-TZVPD.

Structure (XYZ):
```
36
Properties=species:S:1:pos:R:3:forces:R:3
Y 0.9938 -0.7772 -0.3951 -0.3 0.2 -0.2
N 0.1809 1.4037 1.3417 -0.1 0.0 0.0
C 1.3353 1.4163 2.2482 0.1 -0.1 -0.1
C 1.2616 2.4371 3.3832 0.0 0.0 0.0
P 1.5242 -0.3029 2.8867 0.0 0.1 -0.2
O 0.4842 -0.4051 4.1394 0.0 0.0 0.0
O 2.9044 -0.5020 3.4293 0.0 0.0 0.0
O 0.9730 -1.2062 1.8106 0.1 -0.3 0.4
P 2.7467 1.8115 1.0932 -0.2 -0.4 -0.2
O 4.0544 1.4530 1.9425 0.1 0.0 0.0
O 2.7303 3.2508 0.7488 0.0 0.1 0.0
O 2.5575 0.7835 -0.0294 0.3 0.2 0.2
H 0.0915 2.2855 0.8482 0.0 0.0 0.0
H -0.6928 1.1896 1.8089 0.0 0.0 0.0
H -1.0310 0.6785 -0.9059 -0.2 0.3 0.0
H 0.3445 2.2846 3.9580 0.0 0.0 0.0
H 1.2699 3.4434 2.9610 0.0 0.0 0.0
H 2.1213 2.3385 4.0512 0.0 0.0 0.0
H 1.0123 -0.3280 4.9415 0.0 0.0 0.0
H 3.8938 0.6330 2.4670 0.0 0.0 0.0
Cl 1.5879 -4.1971 -1.0799 -0.1 -0.1 0.1
C 2.3960 -2.5699 -1.4132 0.1 0.1 0.1
H 2.5674 -2.5950 -2.4918 0.0 0.1 0.0
H 3.3688 -2.6813 -0.9250 0.1 0.0 -0.1
C -0.9418 -0.2813 -1.4472 0.3 -0.3 0.0
C -2.0695 -0.5294 -2.2558 0.0 0.1 0.1
C -3.2014 0.3513 -2.3668 0.1 0.0 0.0
C -4.3045 0.0694 -3.1433 0.0 -0.1 -0.1
C -4.3913 -1.1115 -3.8910 -0.1 0.1 0.0
C -3.3070 -1.9935 -3.8135 0.1 0.0 0.0
C -2.1991 -1.7226 -3.0392 -0.1 -0.1 -0.1
H -3.1626 1.2767 -1.7980 -0.1 0.0 0.0
H -5.1249 0.7839 -3.1752 0.0 0.0 0.0
H -5.2590 -1.3331 -4.5022 0.0 0.0 0.0
H -3.3361 -2.9211 -4.3816 0.0 0.0 0.0
H -1.3789 -2.4332 -3.0052 0.0 0.0 0.0
```
Forces are in eV/Å.

Values from the calculation:
Kohn-Sham gap   0.1536 Ha
Net charge   -2

---

A cluster of 2 separate species, C24H29N4 in total, computed with wB97M-V/def2-TZVPD.

Structure (XYZ):
```
57
Properties=species:S:1:pos:R:3:forces:R:3
C -3.5624 0.4156 1.8253 -0.1 0.0 0.2
C -3.2862 1.2845 0.6618 -0.2 0.9 0.3
N -3.7223 2.5693 0.5547 0.3 -1.1 0.4
C -3.2781 3.1237 -0.6488 0.7 0.1 -1.1
C -2.5371 2.1420 -1.3278 -0.3 0.5 -0.3
C -1.8811 2.4646 -2.5187 -0.1 0.0 0.4
C -2.0170 3.7289 -3.0360 0.0 0.2 0.1
C -2.7736 4.6943 -2.3709 0.1 -0.1 -0.2
C -3.3977 4.4110 -1.1781 -0.2 -0.4 0.8
C -2.5486 0.9511 -0.5009 0.7 -1.1 -0.5
C -1.8150 -0.2342 -0.7059 -0.4 1.4 0.2
C -1.1848 -0.6399 -1.9278 0.1 -0.2 -0.4
C -1.7550 -0.4298 -3.2023 0.0 -0.1 0.3
C -1.0599 -0.7439 -4.3461 -0.2 -0.1 0.2
C 0.2200 -1.2902 -4.2786 0.1 0.1 0.2
C 1.0048 -1.5217 -5.5227 0.3 -0.2 -0.1
C 0.7643 -1.5596 -3.0259 0.1 0.0 -0.2
C 0.0796 -1.2596 -1.8747 -0.4 0.2 0.4
H -3.1441 -0.5814 1.6886 0.0 0.2 -0.1
H -3.1339 0.8390 2.7353 0.0 0.1 0.0
H -4.6383 0.3071 1.9737 0.0 0.0 0.0
H -4.2120 3.0942 1.2810 0.1 -0.5 -0.4
H -1.2542 1.7389 -2.9991 0.1 0.0 -0.2
H -1.5186 3.9769 -3.9589 0.1 0.1 -0.1
H -2.8469 5.6824 -2.7927 -0.1 0.2 0.0
H -3.9436 5.1629 -0.6383 -0.2 0.3 0.1
H -1.5797 -0.8164 0.1706 -0.1 -0.2 0.2
H -2.7498 -0.0205 -3.2684 -0.2 0.1 0.0
H -1.4954 -0.5586 -5.3131 -0.2 0.0 -0.2
H 1.9768 -1.9630 -5.3017 -0.1 0.0 0.0
H 0.4822 -2.1911 -6.2058 -0.1 0.0 0.0
H 1.1832 -0.5805 -6.0438 -0.1 0.0 0.0
H 1.7501 -1.9895 -2.9656 0.2 -0.1 0.1
H 0.5390 -1.3991 -0.9100 0.2 -0.1 0.3
C 2.8546 1.2326 2.7404 0.0 0.3 0.0
C 2.2110 0.9063 1.3907 0.7 1.3 -0.3
N 1.5094 -0.3070 1.3549 -0.8 -2.2 0.6
C 1.8980 -1.2727 2.1338 0.0 0.7 0.3
N 2.9749 -1.1875 3.0338 -0.9 -1.1 -0.4
C 3.7191 0.0645 3.1863 -0.2 -0.2 -0.3
C 3.2024 -2.2203 4.0674 -0.3 0.3 -0.2
C 2.7298 -3.6053 3.6271 0.2 0.1 -0.3
C 1.3092 -3.5295 3.0675 -0.2 0.3 0.2
N 1.1856 -2.4669 2.0692 0.6 -0.3 0.1
H 3.4444 2.1561 2.6856 0.0 -0.2 -0.1
H 2.0667 1.4215 3.4805 0.1 -0.2 -0.1
H 1.5139 1.7040 1.0958 0.2 0.0 0.1
H 2.9734 0.8755 0.6017 0.2 0.3 0.1
H 4.6286 -0.0116 2.5805 0.0 0.2 0.0
H 4.0331 0.1668 4.2303 -0.2 0.0 -0.1
H 4.2651 -2.2315 4.3336 -0.1 0.0 -0.3
H 2.6731 -1.9052 4.9724 -0.1 -0.1 0.1
H 3.4086 -3.9993 2.8598 -0.1 0.2 0.0
H 2.7854 -4.3159 4.4638 -0.2 0.3 -0.1
H 1.0118 -4.4846 2.6196 0.1 0.2 0.0
H 0.5990 -3.3246 3.8775 0.1 -0.1 0.2
H 0.3383 -2.4726 1.4992 0.8 0.4 0.4
```
Forces are in eV/Å.

Values from the calculation:
Kohn-Sham gap   0.1979 Ha
Net charge   +1

---

The records above yield largest force on an atom values of 3.9; 3.5; 4.1; 2.3; 3.0; 5.0; 0.5; 2.4 eV Å⁻¹, respectively.
The records above yield E values of -20536.382; -43149.718; -23725.465; -69031.766; -17020.917; -21900.181; -56539.884; -31313.437 eV, respectively.
The records above yield energy relative to the best compared isomer or geometry (same formula, charge and spin) values of 221.4; 108.3; 168.3; 0.0; 301.4; 222.7; 0.0; 0.0 kJ/mol, respectively.